Entry 1:
ORCA calculation (ωB97M-V with the def2-TZVPD basis set) on C5H7N in the gas phase at a distorted geometry.

Its structure (SMILES) is C[C@H]1C[C@H]1C#N. The HOMO-LUMO gap is 10.193 eV. As for the total energy: -249.39135 hartree. The largest force on an atom is 1.59 eV Å⁻¹. The lowest unoccupied orbital energy comes out at 0.0323 Eh.

CARTESIAN COORDINATES (ANGSTROEM)
C1 1.476 0.642 0.094
C2 0.504 -0.560 -0.129
C3 -0.610 -0.924 0.851
C4 -1.247 -0.430 -0.384
C5 -1.512 0.929 -0.697
N1 -1.530 2.020 -1.088
H1 1.391 1.423 -0.677
H2 2.503 0.239 0.014
H3 1.447 1.146 1.071
H4 0.955 -1.137 -0.938
H5 -0.611 -0.252 1.699
H6 -0.928 -1.939 1.115
H7 -1.925 -1.139 -0.904


Entry 2:
ORCA calculation (ωB97M-V with the def2-TZVPD basis set) on C4H4O2S2 in the gas phase at a distorted geometry.

Its structure (SMILES) is O=C(CO)C(=S)C=S. The HOMO-LUMO gap is 6.851 eV. As for the total energy: -1101.52669 hartree. The largest force on an atom is 6.73 eV Å⁻¹. The lowest unoccupied orbital energy comes out at -0.0885 Eh.

CARTESIAN COORDINATES (ANGSTROEM)
O1 0.277 1.023 1.813
C1 0.151 0.852 0.680
C2 -0.790 1.664 -0.041
O2 -1.283 1.266 -1.443
C3 0.684 -0.382 -0.032
S1 2.286 -0.225 -0.433
C4 -0.035 -1.526 -0.236
S2 -1.600 -1.396 0.235
H1 -0.080 2.638 -0.240
H2 -1.544 1.846 0.660
H3 -1.922 2.057 -1.879
H4 0.546 -2.568 -0.564


Entry 3:
ORCA calculation (ωB97M-V with the def2-TZVPD basis set) on C20H23NO2 in the gas phase at a distorted geometry.

Its structure (SMILES) is CCN(CC)CC[C@]1(c2ccccc2)C(=O)Oc2ccccc21. The HOMO-LUMO gap is 8.457 eV. As for the total energy: -981.05818 hartree. The largest force on an atom is 5.23 eV Å⁻¹. The lowest unoccupied orbital energy comes out at 0.0224 Eh.

CARTESIAN COORDINATES (ANGSTROEM)
C1 -4.429 1.443 -1.458
C2 -3.328 0.479 -1.432
N1 -2.045 1.183 -1.305
C3 -1.321 1.513 -2.542
C4 -0.314 2.668 -2.345
C5 -1.266 0.874 -0.156
C6 -0.348 -0.379 -0.542
C7 0.289 -0.984 0.753
C8 1.211 -2.079 0.355
C9 2.136 -1.739 -0.633
C10 3.026 -2.692 -1.034
C11 3.054 -3.979 -0.541
C12 2.198 -4.283 0.540
C13 1.296 -3.385 0.955
C14 -0.738 -1.272 1.937
O1 -1.757 -1.898 1.613
O2 -0.539 -0.660 3.153
C15 0.610 0.150 2.974
C16 1.074 1.154 3.876
C17 1.960 2.131 3.321
C18 2.384 2.115 2.003
C19 1.901 1.100 1.144
C20 1.093 0.058 1.638
H1 -4.685 1.889 -0.481
H2 -4.101 2.243 -2.165
H3 -5.369 1.005 -1.885
H4 -3.245 -0.040 -2.383
H5 -3.495 -0.255 -0.704
H6 -2.005 1.735 -3.427
H7 -0.797 0.643 -2.984
H8 -0.257 3.361 -3.254
H9 0.707 2.276 -2.188
H10 -0.513 3.134 -1.364
H11 -0.734 1.682 0.266
H12 -2.024 0.577 0.581
H13 0.325 0.065 -1.226
H14 -0.900 -1.217 -1.136
H15 2.204 -0.792 -1.085
H16 3.855 -2.435 -1.676
H17 3.763 -4.795 -0.770
H18 2.289 -5.227 1.112
H19 0.579 -3.685 1.760
H20 0.719 1.278 4.906
H21 2.372 2.920 4.058
H22 2.975 2.994 1.683
H23 2.186 1.124 0.088